[1]
13 unconnected molecules or ions with the total composition C21H60B7F28N6O6 in a non-equilibrium geometry. Source: OMol25; level of theory: ωB97M-V with the def2-TZVPD basis set.

Output
HOMO in eV: -6.84
Gap between HOMO and LUMO in eV: 6.873
Electronic energy in eV: -124839.78054
Total charge: -1

Last column: Löwdin charge in e.
Geometry (Å):
C -2.984 -1.901 -5.325  0.028
C -1.908 -0.888 -5.399  -0.402
O -0.914 -0.962 -6.039  0.172
N -1.995 0.218 -4.363  0.122
H -1.937 1.143 -4.777  0.176
H -2.856 0.069 -3.821  0.149
C -0.771 0.146 -3.439  0.029
H -2.957 -2.659 -6.102  0.100
H -3.973 -1.452 -5.464  0.104
H -2.971 -2.311 -4.310  0.099
H -0.521 -0.860 -3.105  0.113
H -0.964 0.670 -2.504  0.088
H 0.020 0.598 -4.028  0.080
C -6.473 0.744 2.375  0.027
C -6.000 0.426 1.001  -0.400
O -6.710 -0.119 0.219  0.160
N -4.601 0.860 0.661  0.062
H -4.158 1.171 1.528  0.116
H -4.045 0.089 0.263  0.138
C -4.591 1.973 -0.355  0.004
H -6.491 -0.176 2.969  0.071
H -7.519 1.039 2.380  0.095
H -5.769 1.378 2.913  0.099
H -4.975 2.944 -0.058  0.097
H -5.123 1.581 -1.219  0.092
H -3.550 2.196 -0.584  0.079
C -1.783 -4.789 3.773  0.028
C -2.224 -5.868 4.674  -0.382
O -1.761 -6.932 4.872  0.184
N -3.478 -5.400 5.469  0.094
H -3.155 -4.710 6.146  0.181
H -4.189 -4.996 4.855  0.185
C -4.106 -6.521 6.247  0.003
H -2.693 -4.509 3.227  0.099
H -0.998 -5.154 3.121  0.105
H -1.542 -3.908 4.375  0.114
H -3.264 -7.070 6.663  0.092
H -4.672 -7.128 5.548  0.110
H -4.710 -6.138 7.064  0.099
C 6.185 -1.920 -2.491  -0.030
C 5.608 -1.344 -1.212  -0.269
C 4.903 -2.405 -0.372  -0.229
O 4.369 -1.686 0.687  -0.192
C 3.560 -2.373 1.662  -0.031
N 6.800 -0.882 -0.354  0.224
H 7.318 -1.572 0.187  0.171
H 7.467 -0.433 -0.982  0.152
H 6.509 -0.149 0.298  0.171
H 7.010 -1.323 -2.887  0.084
H 5.424 -1.958 -3.271  0.084
H 6.522 -2.956 -2.416  0.092
H 4.863 -0.555 -1.310  0.144
H 5.502 -3.294 -0.125  0.135
H 4.178 -2.867 -1.057  0.146
H 3.160 -1.552 2.249  0.091
H 4.222 -3.033 2.229  0.086
H 2.769 -2.992 1.239  0.101
C 4.438 4.070 -1.444  0.001
C 4.181 4.082 -2.945  -0.286
C 2.734 4.028 -3.403  -0.176
O 2.149 5.289 -3.049  -0.202
C 0.848 5.359 -3.631  -0.077
N 4.825 5.285 -3.678  0.218
H 4.585 5.281 -4.669  0.164
H 4.332 6.122 -3.339  0.165
H 5.807 5.507 -3.531  0.166
H 5.533 4.095 -1.350  0.080
H 4.289 3.118 -0.938  0.083
H 3.955 4.923 -0.970  0.096
H 4.687 3.266 -3.464  0.139
H 2.136 3.304 -2.850  0.142
H 2.663 3.931 -4.492  0.130
H 0.382 6.257 -3.234  0.100
H 0.183 4.511 -3.458  0.094
H 1.062 5.436 -4.705  0.084
C 2.308 1.093 0.520  -0.039
C 0.836 1.409 0.438  -0.260
C 0.059 0.107 0.179  -0.205
O 0.107 -0.703 1.318  -0.155
C -0.926 -1.693 1.165  -0.046
N 0.455 1.884 1.798  0.246
H 0.416 2.911 1.867  0.135
H -0.502 1.561 1.947  0.108
H 1.075 1.538 2.533  0.133
H 2.874 2.028 0.621  0.076
H 2.750 0.632 -0.365  0.066
H 2.547 0.501 1.402  0.075
H 0.664 2.218 -0.268  0.151
H 0.286 -0.439 -0.745  0.130
H -1.008 0.326 0.026  0.105
H -1.873 -1.191 0.973  0.075
H -1.072 -2.218 2.108  0.084
H -0.686 -2.452 0.423  0.094
B -2.437 2.722 2.187  -1.281
F -2.291 1.339 2.330  0.135
F -1.804 3.382 3.214  0.173
F -1.943 3.072 0.921  0.110
F -3.807 3.138 2.148  0.080
B -3.080 -1.444 -1.509  -1.287
F -2.747 -0.067 -1.489  0.088
F -3.891 -1.701 -2.630  0.096
F -1.959 -2.273 -1.664  0.129
F -3.811 -1.809 -0.389  0.166
B 3.210 -0.009 -3.749  -1.262
F 3.448 1.080 -2.891  0.096
F 2.867 -1.097 -2.902  0.086
F 2.108 0.197 -4.596  0.094
F 4.328 -0.313 -4.539  0.098
B 2.042 2.323 4.837  -1.259
F 0.854 3.039 4.656  0.115
F 2.705 2.854 5.938  0.099
F 1.836 0.937 5.020  0.072
F 2.833 2.496 3.654  0.050
B -2.236 -5.558 0.157  -1.259
F -2.584 -4.272 0.709  0.060
F -1.598 -6.311 1.116  0.110
F -3.556 -6.061 0.009  0.056
F -1.540 -5.491 -1.043  0.115
B 1.126 5.587 1.050  -1.246
F 2.341 4.916 1.139  0.105
F 0.862 6.259 -0.163  0.072
F 0.059 4.651 1.151  0.082
F 1.127 6.490 2.125  0.098
B -4.489 -1.796 2.576  -1.204
F -4.141 -0.616 1.878  0.061
F -3.437 -2.334 3.343  0.108
F -5.591 -1.413 3.377  0.069
F -4.955 -2.791 1.716  0.135

=====

[2]
C2H5NO2 in the gas phase in a non-equilibrium geometry. Source: OMol25; level of theory: ωB97M-V with the def2-TZVPD basis set.

Output
HOMO in eV: -9.26
Gap between HOMO and LUMO in eV: 10.039
Electronic energy in eV: -7735.43560
Total charge: 0
ΔE to the lowest compared entry with this formula, charge and spin in kJ/mol: 512.9
SMILES string: C=[N+]([O-])OC

Last column: Löwdin charge in e.
Geometry (Å):
C -2.020 -0.325 0.288  0.108
N -0.791 -0.261 -0.293  -0.282
O -0.304 -0.833 -1.207  0.016
O 0.276 0.569 0.506  -0.144
C 1.663 0.479 0.026  -0.063
H -2.045 0.237 1.200  0.071
H -2.662 -1.065 -0.041  0.055
H 2.313 0.056 0.797  0.085
H 1.564 -0.241 -0.844  0.087
H 2.005 1.384 -0.431  0.067

=====

[3]
A gas-phase ion, C2H4NS (charge +1) in a non-equilibrium geometry. Source: OMol25; level of theory: ωB97M-V with the def2-TZVPD basis set.

Output
HOMO in eV: -14.91
Gap between HOMO and LUMO in eV: 10.028
Electronic energy in eV: -14453.31246
Total charge: +1
ΔE to the lowest compared entry with this formula, charge and spin in kJ/mol: 195.3
SMILES string: [NH2+]1[C@@H]2S[C@H]12

Last column: Löwdin charge in e.
Geometry (Å):
N -0.520 0.011 -0.587  0.065
C 0.293 0.684 0.437  -0.283
S 2.000 -0.074 -0.113  0.999
C 0.330 -0.736 0.278  -0.472
H -1.582 0.131 -0.578  0.229
H -0.330 0.317 -1.563  0.186
H -0.146 1.232 1.134  0.088
H -0.046 -1.566 0.992  0.188

=====

[4]
A molecular structure, C17H21IN6O5Pt. Source: OMol25; level of theory: ωB97M-V with the def2-TZVPD basis set.

Output
HOMO (spin up / spin down) in eV: -13.29 / -15.49
Gap between HOMO and LUMO (spin up / spin down) in eV: 7.175 / 6.267
Spin multiplicity: 5
Electronic energy in eV: -48477.74723
Expectation value of S²: 6.064
Total charge: +2
ΔE to the lowest compared entry with this formula, charge and spin in kJ/mol: 0.0

Last column: Löwdin spin population.
Geometry (Å):
Pt 1.413 -0.028 -1.055  0.634
C 0.489 -4.258 1.429  0.038
C 0.204 -2.981 2.116  0.262
N -0.196 -3.035 3.403  0.113
C -0.372 -1.909 4.035  0.210
C -0.204 -0.600 3.464  0.266
C -0.482 0.600 4.335  0.028
O -1.468 1.457 3.773  0.016
C 0.148 -0.479 2.112  0.068
C 0.275 0.810 1.572  0.440
N 0.385 1.169 0.201  0.358
C -0.309 2.219 -0.236  0.114
C -1.378 2.784 0.544  0.141
C -2.148 3.794 0.043  0.008
C -1.884 4.327 -1.227  0.233
C -0.811 3.845 -1.992  0.011
C -0.035 2.828 -1.517  0.156
I 1.674 2.300 -2.598  0.224
C 0.382 -1.733 1.404  0.158
O 0.804 -1.807 0.216  0.389
H 0.467 -5.074 2.145  0.000
H 1.444 -4.222 0.904  0.010
H -0.269 -4.434 0.659  0.017
H -0.702 -1.977 5.068  0.006
H 0.437 1.183 4.445  0.009
H -0.766 0.271 5.334  0.000
H -2.319 1.284 4.192  0.000
H 0.270 1.652 2.246  0.019
H -1.592 2.361 1.518  0.010
H -2.967 4.188 0.630  -0.003
H -2.489 5.135 -1.615  0.011
H -0.589 4.306 -2.946  0.001
N 3.288 0.161 -0.210  0.017
N 4.199 -0.121 -1.270  0.002
C 3.770 -1.113 -2.198  0.002
O 4.554 -1.663 -2.903  0.000
O 2.453 -1.274 -2.221  0.007
H 3.468 1.106 0.124  0.001
H 3.401 -0.489 0.570  0.001
H 5.161 -0.227 -0.972  0.001
C -3.069 -0.162 -2.722  0.000
N -2.042 -1.028 -3.288  0.001
C -0.770 -1.065 -2.895  0.002
N 0.074 -1.906 -3.485  0.000
O -0.416 -0.265 -1.951  0.019
H -3.435 0.533 -3.476  0.000
H -2.643 0.397 -1.896  0.000
H -3.900 -0.760 -2.353  0.000
H -2.315 -1.641 -4.040  0.000
H -0.237 -2.525 -4.215  0.000
H 1.049 -1.935 -3.203  0.000

=====

[5]
2 unconnected molecules or ions with the total composition C9H12NO2S in a non-equilibrium geometry. Source: OMol25; level of theory: ωB97M-V with the def2-TZVPD basis set.

Output
HOMO (spin up / spin down) in eV: -3.38 / -3.17
Gap between HOMO and LUMO (spin up / spin down) in eV: 6.374 / 6.419
Electronic energy in eV: -25944.74406
Total charge: -1
ΔE to the lowest compared entry with this formula, charge and spin in kJ/mol: 232.4

Last column: Löwdin charge in e.
Geometry (Å):
C 2.660 0.432 -1.964  -0.118
C 3.013 0.319 -0.619  -0.121
C 1.355 0.050 -2.387  -0.151
C 2.084 -0.115 0.288  -0.054
C 0.470 -0.304 -1.497  -0.082
C 0.739 -0.462 -0.082  -0.258
C -1.065 -1.982 0.389  -0.155
C -1.003 1.942 1.048  -0.221
C -0.100 -1.058 0.871  -0.175
N -1.515 0.832 1.837  -0.277
O -3.602 -0.437 2.368  -0.480
O -3.576 1.029 0.302  -0.477
S -2.824 0.123 1.215  0.584
H 3.387 0.683 -2.788  0.099
H 4.074 0.438 -0.412  0.091
H 1.030 0.399 -3.389  0.110
H 2.117 -0.202 1.331  0.086
H -0.621 -0.698 -1.796  0.152
H -2.106 -1.496 0.364  0.030
H -0.831 -2.315 -0.659  0.093
H -1.134 -2.776 1.027  0.048
H -1.621 2.016 0.150  0.048
H -1.083 2.833 1.664  0.061
H 0.052 1.698 0.801  0.054
H 0.100 -0.947 1.938  0.112

=====

[6]
2 unconnected molecules or ions with the total composition C2F7NOS in a non-equilibrium geometry. Source: OMol25; level of theory: ωB97M-V with the def2-TZVPD basis set.

Output
HOMO (spin up / spin down) in eV: -9.93 / -12.48
Gap between HOMO and LUMO (spin up / spin down) in eV: 5.844 / 9.560
Electronic energy in eV: -35465.53486
Total charge: 0
ΔE to the lowest compared entry with this formula, charge and spin in kJ/mol: 163.8

Last column: Löwdin charge in e.
Geometry (Å):
C -0.495 -1.488 -0.021  -0.723
C 0.290 1.720 0.920  -0.765
N 0.018 -0.961 -1.162  -0.185
O -0.098 1.219 -0.187  0.138
F 0.164 -1.118 1.079  0.169
F -0.361 -2.847 -0.163  0.109
F -1.843 -1.300 0.179  0.122
F 0.440 3.103 0.904  0.106
F -0.415 1.479 2.037  0.131
F 1.567 1.204 1.195  0.072
F 1.038 -0.637 -3.323  -0.308
S -0.293 -0.919 -2.650  1.134